14
Properties=species:S:1:pos:R:3:lowdin_charge:R:1 method="wB97M-V/def2-TZVPD" homo_energy_ev=-9.31 e_tot_ha=-307.5594 e_above_lowest_kj_mol=401.9 charge=0 lumo_ev=0.7 gap_ev=10.009
C 1.75 0.44 -0.07 -0.044
C 0.86 -0.59 0.59 -0.519
O 0.28 -0.25 1.76 -0.069
C -0.57 -0.61 0.21 -0.106
C -1.25 0.37 -0.60 -0.245
O -2.54 0.77 -0.31 0.011
H 1.31 1.45 0.02 0.082
H 1.91 0.20 -1.13 0.084
H 2.72 0.46 0.44 0.080
H 1.31 -1.59 0.53 0.137
H -1.21 -1.42 0.51 0.141
H -0.98 -0.66 -1.26 0.201
H -0.74 1.17 -1.13 0.136
H -2.87 0.26 0.45 0.110

***

19
Properties=species:S:1:pos:R:3:lowdin_charge:R:1 method="wB97M-V/def2-TZVPD" homo_energy_ev=-7.92 e_tot_ha=-688.0775 e_above_lowest_kj_mol=188.4 smiles="CC1=CSN(C)[C@H]1C" charge=0 lumo_ev=0.9 gap_ev=8.801
C -1.94 -0.46 1.18 -0.032
C -0.86 -0.26 0.15 -0.368
C -0.80 -1.02 -0.95 -0.437
S 0.62 -0.98 -1.88 0.929
N 1.49 0.00 -0.71 -0.405
C 2.16 -0.87 0.22 -0.231
C 0.21 0.78 0.15 -0.274
C -0.12 1.91 -0.77 -0.084
H -1.64 -1.08 1.97 0.057
H -2.71 -1.06 0.61 0.100
H -2.18 0.60 1.47 0.097
H -1.38 -1.88 -1.02 0.056
H 2.95 -1.41 -0.27 0.056
H 2.62 -0.24 1.05 0.104
H 1.53 -1.70 0.59 0.074
H 0.64 1.06 1.09 0.127
H -0.88 2.58 -0.33 0.089
H -0.45 1.47 -1.68 0.048
H 0.75 2.58 -0.90 0.093

***

74
Properties=species:S:1:pos:R:3:lowdin_charge:R:1 method="wB97M-V/def2-TZVPD" homo_energy_ev="-4.91 / -5.14" e_tot_ha=-6981.6758 e_above_lowest_kj_mol=51.2 multiplicity=3 charge=-1 lumo_ev="2.5 / 2.5" gap_ev="7.383 / 7.610"
V -0.62 1.25 0.05 0.855
C -0.84 -3.36 5.23 -0.081
C -0.69 -2.60 4.01 -0.268
C -0.29 -3.18 2.81 -0.034
C -0.04 -2.36 1.72 -0.066
C -0.12 -0.97 1.77 -0.256
N 0.43 -0.25 0.67 -0.061
C 1.84 -0.34 0.43 -0.141
C 2.65 -0.88 1.45 -0.013
C 4.00 -1.07 1.35 -0.064
C 4.63 -0.70 0.23 -0.289
C 6.02 -1.14 -0.15 -0.055
C 3.88 0.00 -0.72 -0.001
C 2.54 0.26 -0.67 -0.058
C 1.93 1.23 -1.69 -0.315
O 0.70 1.67 -1.31 -0.240
C 1.71 0.48 -3.01 -0.507
F 2.85 0.22 -3.69 0.147
F 0.84 1.15 -3.78 0.150
F 1.09 -0.72 -2.80 0.125
C 2.78 2.59 -1.72 -0.531
F 2.23 3.36 -2.72 0.123
F 2.51 3.18 -0.61 0.220
F 4.11 2.49 -1.93 0.136
C -0.74 -0.38 2.88 -0.068
C -0.96 -1.19 3.95 0.031
C -0.88 1.16 2.98 -0.303
O -1.06 1.87 1.83 -0.211
C -2.22 1.55 3.77 -0.565
F -2.21 1.31 5.12 0.105
F -3.29 0.83 3.30 0.130
F -2.53 2.77 3.64 0.223
C 0.30 1.78 3.76 -0.580
F 1.43 1.57 3.12 0.187
F 0.16 3.10 3.84 0.176
F 0.40 1.33 5.03 0.152
H -0.64 -2.82 6.14 0.074
H -0.20 -4.28 5.30 0.095
H -1.83 -3.77 5.33 0.077
H -0.04 -4.27 2.67 0.131
H 0.46 -2.83 0.88 0.118
H 2.23 -1.14 2.36 0.090
H 4.61 -1.43 2.15 0.112
H 6.24 -2.18 0.22 0.085
H 6.73 -0.57 0.40 0.056
H 6.22 -1.04 -1.24 0.088
H 4.43 0.40 -1.53 0.100
H -1.32 -0.84 4.92 0.123
C -2.07 -3.62 -4.22 -0.009
C -2.96 -3.39 -3.02 -0.330
N -4.21 -3.83 -2.92 0.097
N -4.54 -3.41 -1.64 -0.005
C -3.63 -2.59 -0.99 -0.835
S -3.63 -1.77 0.41 0.633
N -2.58 -2.68 -1.92 -0.117
N -1.34 -2.08 -1.78 0.108
H -2.36 -4.49 -4.70 0.042
H -1.06 -3.83 -3.90 0.072
H -2.11 -2.75 -4.94 0.109
H -5.44 -3.56 -1.24 0.126
H -1.05 -2.23 -0.78 0.081
H -1.43 -1.12 -2.04 -0.009
F -1.24 6.69 -3.58 0.130
C -1.43 5.44 -3.19 -0.153
C -0.79 5.02 -2.04 -0.119
F 0.02 5.91 -1.44 0.108
C -1.18 3.81 -1.51 -0.243
F -0.79 3.56 -0.26 0.062
C -2.03 2.93 -2.19 -0.468
Se -2.59 1.22 -1.55 0.770
C -2.47 3.35 -3.42 -0.310
F -3.15 2.49 -4.14 0.093
C -2.31 4.61 -3.86 -0.158
F -3.05 5.06 -4.86 0.122

***

115
Properties=species:S:1:pos:R:3:lowdin_charge:R:1 method="wB97M-V/def2-TZVPD" homo_energy_ev=-1.86 e_tot_ha=-4022.1248 charge=-2 lumo_ev=3.6 gap_ev=5.492
Ca -1.10 0.08 -0.41 1.405
C -3.60 -3.42 -0.31 -0.130
N -2.53 -3.04 -1.20 -0.253
C -2.95 -2.89 -2.57 -0.111
C -1.39 -3.92 -1.04 -0.195
C -0.39 -3.43 0.01 -0.173
N 0.25 -2.17 -0.33 -0.200
C 1.12 -2.32 -1.50 -0.147
C 1.64 -1.08 -2.16 -0.150
C 2.98 -0.78 -2.07 -0.011
C 3.54 0.29 -2.77 -0.186
C 2.70 0.94 -3.66 -0.005
C 1.34 0.65 -3.82 -0.096
C 0.74 -0.27 -2.93 -0.353
O -0.54 -0.42 -2.73 -0.214
C 0.60 1.45 -4.90 -0.526
C 0.55 2.93 -4.53 -0.043
C -0.82 0.94 -5.20 -0.060
C 1.36 1.33 -6.23 -0.073
C 4.99 0.69 -2.53 -0.558
C 5.92 -0.43 -3.02 -0.064
C 5.36 1.98 -3.25 -0.077
C 5.21 0.90 -1.02 -0.048
C 1.03 -1.68 0.81 -0.153
C 0.28 -1.37 2.11 -0.119
C 1.12 -1.23 3.21 -0.004
C 0.66 -0.93 4.47 -0.188
C -0.72 -0.83 4.63 -0.005
C -1.62 -0.95 3.59 -0.076
C -1.12 -1.17 2.26 -0.335
O -1.92 -1.19 1.23 -0.281
C -3.12 -0.82 3.83 -0.527
C -3.85 -2.06 3.30 -0.051
C -3.69 0.43 3.14 -0.044
C -3.46 -0.71 5.32 -0.088
C 1.58 -0.68 5.67 -0.561
C 3.06 -0.82 5.29 -0.075
C 1.36 0.75 6.18 -0.053
C 1.28 -1.68 6.79 -0.064
H -4.00 -4.43 -0.55 0.082
H -4.42 -2.71 -0.39 0.000
H -3.25 -3.42 0.72 0.063
H -3.25 -3.85 -3.04 0.079
H -2.15 -2.43 -3.14 0.073
H -3.81 -2.21 -2.61 0.042
H -0.91 -4.06 -2.01 0.099
H -1.72 -4.93 -0.74 0.114
H 0.37 -4.21 0.19 0.126
H -0.92 -3.28 0.95 0.109
H 0.55 -2.86 -2.25 0.108
H 1.99 -2.96 -1.22 0.123
H 3.59 -1.39 -1.41 0.111
H 3.11 1.74 -4.26 0.085
H 0.13 3.09 -3.54 0.071
H -0.04 3.50 -5.25 0.076
H 1.56 3.36 -4.50 0.076
H -1.42 0.81 -4.31 0.045
H -0.77 -0.04 -5.68 0.085
H -1.31 1.63 -5.89 0.075
H 2.36 1.77 -6.19 0.064
H 0.81 1.84 -7.03 0.073
H 1.48 0.28 -6.51 0.083
H 5.81 -0.59 -4.09 0.079
H 5.71 -1.37 -2.52 0.071
H 6.97 -0.17 -2.82 0.071
H 5.29 1.87 -4.34 0.074
H 6.40 2.24 -3.01 0.073
H 4.72 2.81 -2.95 0.088
H 5.10 -0.03 -0.47 0.076
H 4.49 1.60 -0.60 0.081
H 6.22 1.28 -0.84 0.074
H 1.58 -0.79 0.48 0.105
H 1.81 -2.43 1.06 0.126
H 2.18 -1.32 3.02 0.107
H -1.11 -0.62 5.62 0.084
H -3.68 -2.16 2.23 0.043
H -4.93 -1.97 3.48 0.075
H -3.50 -2.97 3.80 0.085
H -3.51 0.42 2.07 0.047
H -3.22 1.33 3.53 0.083
H -4.77 0.49 3.33 0.077
H -3.11 -1.58 5.88 0.078
H -4.55 -0.65 5.43 0.073
H -3.03 0.18 5.77 0.076
H 3.33 -0.12 4.50 0.088
H 3.29 -1.83 4.95 0.080
H 3.68 -0.61 6.16 0.074
H 1.54 1.47 5.39 0.093
H 2.03 0.96 7.02 0.072
H 0.33 0.89 6.52 0.072
H 1.45 -2.70 6.45 0.082
H 0.24 -1.61 7.12 0.069
H 1.91 -1.49 7.66 0.071
O 1.73 3.66 0.05 -0.156
P 1.37 2.21 0.62 0.178
O 2.52 1.63 1.33 -0.294
O 0.66 1.42 -0.45 -0.436
O 0.15 2.57 1.67 -0.279
P -1.27 3.10 1.10 0.181
O -1.94 3.67 2.45 -0.136
O -0.99 4.20 0.12 -0.326
O -2.10 1.92 0.71 -0.389
H 0.88 4.09 -0.19 0.032
H -1.40 4.38 2.83 0.066
I -5.57 -0.07 -0.97 0.922
C -4.41 1.46 -1.82 -0.770
C -5.06 2.63 -2.19 -0.151
C -4.27 3.66 -2.66 -0.070
C -2.90 3.48 -2.74 -0.040
C -2.37 2.25 -2.36 -0.145
N -3.13 1.25 -1.91 0.008
H -6.13 2.73 -2.08 0.079
H -4.72 4.61 -2.94 0.102
H -2.23 4.26 -3.05 0.109
H -1.30 2.08 -2.38 0.090